Record 1
ORCA calculation (ωB97M-V/def2-TZVPD) on 4 unconnected molecules or ions with the total composition C29H41FN5O2.

CARTESIAN COORDINATES (ANGSTROEM)
C -0.59397 0.52248 1.52478
C -1.16947 1.64340 0.66405
C -2.13794 1.15201 -0.39533
N -1.46922 0.34222 -1.43654
N -0.67275 1.09104 -2.27795
C -0.89834 1.90702 -3.30725
N 0.20948 2.37138 -3.86218
C 1.21900 1.82894 -3.14224
N 2.51538 2.03263 -3.31431
C 3.05658 2.89932 -4.36883
C 4.30655 3.62221 -3.89754
C 4.03406 4.55255 -2.73275
F 5.21946 5.13445 -2.33605
N 0.71037 1.03491 -2.18630
O 1.35831 0.33583 -1.24734
C 1.46519 -1.09044 -1.57915
C 2.67831 -1.62709 -0.82299
C 3.95597 -1.51711 -1.63197
O 2.46395 -2.99903 -0.54221
H -0.15949 0.93504 2.43574
H 0.20086 -0.01990 1.01575
H -1.37850 -0.17123 1.83068
H -0.35949 2.22266 0.20814
H -1.71514 2.34821 1.29420
H -2.86561 0.48090 0.06416
H -2.69251 1.98230 -0.84539
H -2.13344 -0.15069 -2.02443
H -1.89918 2.12322 -3.65041
H 3.15322 1.57594 -2.68060
H 2.28131 3.61540 -4.63835
H 3.27340 2.29633 -5.25098
H 5.08892 2.91151 -3.62010
H 4.67338 4.21860 -4.73331
H 3.62286 4.02995 -1.86563
H 3.34691 5.35195 -3.01986
H 1.58895 -1.17608 -2.66146
H 0.55132 -1.59424 -1.27069
H 2.78254 -1.04809 0.10158
H 3.96134 -2.28575 -2.40524
H 4.02447 -0.54038 -2.11872
H 4.83348 -1.64751 -1.00326
H 2.05190 -3.10235 0.32055
C -3.17763 0.27008 5.09175
C -3.28321 1.07443 3.96610
C -4.34908 0.91194 3.09100
C -5.31518 -0.05236 3.34477
C -5.21107 -0.85572 4.47204
C -4.14241 -0.69581 5.34362
H -2.34725 0.39641 5.77481
H -2.53372 1.83263 3.77196
H -4.43688 1.54773 2.21738
H -6.15341 -0.17249 2.67056
H -5.96682 -1.60331 4.67438
H -4.06400 -1.32026 6.22437
C 1.37490 -1.69370 8.56096
C 1.25381 -0.88147 7.44202
C 0.18109 -1.04962 6.57724
C -0.77086 -2.02747 6.83228
C -0.64902 -2.84002 7.95094
C 0.42433 -2.67280 8.81489
H 2.21000 -1.56269 9.23669
H 1.99466 -0.11682 7.24629
H 0.08680 -0.41773 5.70203
H -1.60696 -2.15759 6.15623
H -1.39111 -3.60216 8.15076
H 0.51972 -3.30539 9.68771
C -0.64876 -1.35180 -4.80332
C -0.15247 -2.63709 -4.97116
C -0.43452 -3.33599 -6.13608
C -1.20877 -2.74858 -7.12731
C -1.70249 -1.46246 -6.95842
C -1.42124 -0.76163 -5.79433
H -0.42336 -0.80697 -3.89404
H 0.44841 -3.09844 -4.19675
H -0.05293 -4.33928 -6.27045
H -1.42773 -3.29487 -8.03502
H -2.30306 -1.00636 -7.73406
H -1.80222 0.24514 -5.67013

Results
* charge: +1
* DFT total energy: -44991.959 eV
* HOMO: -10.908 eV
* HOMO-LUMO gap: 8.2 eV

These are the Löwdin partial charges, in e, on atoms 1 to 4: -0.092, -0.235, -0.181, 0.061

Record 2
ORCA calculation (ωB97M-V/def2-TZVPD) on a molecular structure, C29H41N3O5S3SiY at a distorted geometry.

CARTESIAN COORDINATES (ANGSTROEM)
Y -0.26678 1.20957 -1.19180
C -1.04158 -2.09403 -2.09940
C -1.21818 -2.09483 -0.58040
O -1.55218 -0.77333 -0.16130
C -1.86168 -0.72523 1.23130
C -2.36618 0.67657 1.57340
O -1.48778 1.71597 1.15210
C -0.62548 2.25007 2.15380
C 0.67762 1.45387 2.30130
O 1.19112 1.26157 0.98520
C 2.60832 1.26057 0.83470
C 3.01652 0.08477 -0.05510
O 2.09942 -0.05973 -1.14350
C 2.10332 -1.41063 -1.60440
C 1.20032 -1.51083 -2.82840
O -0.13788 -1.09283 -2.56610
H -2.00408 -1.84733 -2.56540
H -0.72368 -3.08783 -2.43200
H -0.31288 -2.42503 -0.05920
H -2.03958 -2.77843 -0.32940
H -0.97188 -0.99733 1.81350
H -2.65978 -1.44523 1.45660
H -2.54698 0.73937 2.65240
H -3.30398 0.85887 1.03960
H -1.15178 2.32347 3.11360
H -0.38308 3.25697 1.79740
H 0.50492 0.47367 2.76820
H 1.37442 2.03117 2.91980
H 3.10092 1.14907 1.80300
H 2.91212 2.21267 0.37980
H 2.98902 -0.83423 0.53800
H 4.02902 0.23777 -0.44650
H 1.75442 -2.06223 -0.79220
H 3.12432 -1.70113 -1.88600
H 1.21852 -2.53393 -3.21800
H 1.57482 -0.82713 -3.60130
N -2.56428 1.06387 -2.21760
C -3.48488 0.95527 -2.90310
C -4.57568 0.79317 -3.76650
C -4.33308 0.46967 -5.10820
C -5.39748 0.29117 -5.96940
C -6.70048 0.43097 -5.51050
C -6.94178 0.75757 -4.18300
C -5.88968 0.94047 -3.30640
H -3.31778 0.36257 -5.45910
H -5.21078 0.04387 -7.00300
H -7.52778 0.28867 -6.18970
H -7.95528 0.87127 -3.83060
H -6.07368 1.19497 -2.27410
S 6.04252 -4.05383 4.16720
C 4.50012 -3.58803 3.81340
S 4.13042 -2.84073 2.27150
C 2.41162 -2.71083 2.81480
N 2.24952 -3.17033 3.99740
N 3.37472 -3.65323 4.56340
C 3.22812 -4.11783 5.88610
C 2.06322 -3.74493 6.55650
C 1.84782 -4.16533 7.85220
C 2.78852 -4.95433 8.49400
C 3.94322 -5.32433 7.82580
C 4.16782 -4.91933 6.52100
S 1.22512 -2.05613 1.85320
H 1.33592 -3.13193 6.04760
H 0.94352 -3.86793 8.36170
H 2.61772 -5.27883 9.50810
H 4.67972 -5.93713 8.32060
H 5.06412 -5.22893 6.01170
C -1.48568 3.97567 -3.69880
Si 0.27592 4.34717 -3.04580
C 0.46302 6.20997 -2.67980
C 1.57192 3.75407 -4.31640
C 0.52922 3.35737 -1.43570
H -1.76938 4.68517 -4.46960
H -2.22558 4.04467 -2.90440
H -1.54558 2.97937 -4.13420
H 0.39882 6.81147 -3.57900
H 1.41952 6.42307 -2.21270
H -0.30978 6.55637 -1.99970
H 1.55002 4.37517 -5.20610
H 1.39342 2.72657 -4.62680
H 2.57672 3.80917 -3.90930
H 0.08662 3.96117 -0.63600
H 1.60622 3.36947 -1.24380

Results
* charge: +1
* DFT total energy: -86867.061 eV
* HOMO: -8.535 eV
* HOMO-LUMO gap: 5.1 eV

These are the Löwdin partial charges, in e, on atoms 1 to 4: 1.710, -0.144, -0.171, -0.256

Record 3
ORCA calculation (ωB97M-V/def2-TZVPD) on a molecular structure, C29H42BiN2P2S3.

CARTESIAN COORDINATES (ANGSTROEM)
Bi -1.51642 0.51090 0.68216
C 1.88234 -1.28404 -3.09217
C 1.05694 -1.96027 -2.00224
C 1.85829 -2.08849 -0.71374
P -0.62156 -1.18295 -1.71316
C -1.65925 -2.43470 -2.62824
C -1.28607 -2.70023 -4.08962
C -3.16147 -2.21831 -2.46463
C -0.66229 0.38421 -2.62662
C -1.50682 0.72347 -3.67827
C -1.57047 2.02457 -4.15264
C -0.80703 3.00901 -3.53169
C 0.02095 2.70432 -2.46850
C 0.13122 1.38135 -1.99599
N 0.82919 0.97297 -0.88409
C 2.02485 1.51682 -0.52564
C 2.85966 2.20214 -1.44938
C 4.09955 2.68774 -1.10315
C 4.59532 2.51574 0.18789
C 3.81832 1.81805 1.09531
C 2.55754 1.30241 0.78471
P 1.57515 0.34128 1.99816
C 2.70795 -1.01744 2.61854
C 2.05615 -1.72285 3.81144
C 4.18630 -0.75905 2.91047
C 1.24286 1.53900 3.38896
C 0.22070 0.97255 4.38046
C 2.39623 2.18247 4.15577
H 2.78984 -1.86484 -3.28470
H 2.18376 -0.28586 -2.77387
H 1.33023 -1.18540 -4.02749
H 0.80499 -2.97276 -2.33591
H 2.19945 -1.10805 -0.38784
H 2.73570 -2.72288 -0.87537
H 1.26096 -2.52580 0.08974
H -1.40970 -3.34167 -2.06202
H -1.51410 -1.84923 -4.72961
H -1.85564 -3.55596 -4.46470
H -0.22737 -2.92838 -4.21378
H -3.50114 -1.31900 -2.97958
H -3.43783 -2.11311 -1.41527
H -3.70420 -3.07307 -2.88074
H -2.14396 -0.02573 -4.12605
H -2.23251 2.27571 -4.97129
H -0.88100 4.03691 -3.86797
H 0.57010 3.48816 -1.96274
H 2.50912 2.32859 -2.46504
H 4.69405 3.20106 -1.85127
H 5.56379 2.90427 0.47497
H 4.21827 1.66041 2.08554
H 2.67473 -1.71457 1.77705
H 2.19980 -1.14930 4.72892
H 2.51846 -2.70200 3.96270
H 0.98375 -1.86976 3.66898
H 4.33418 0.01119 3.66784
H 4.73008 -0.46325 2.01507
H 4.64018 -1.68083 3.28912
H 0.74210 2.33820 2.83029
H 0.69772 0.33995 5.13149
H -0.55870 0.38902 3.88752
H -0.27518 1.79379 4.90207
H 2.99477 1.43634 4.68326
H 1.99045 2.86545 4.90778
H 3.04100 2.76900 3.50597
C -6.10091 -0.34038 -0.60721
C -4.75720 -0.36559 0.07721
S -3.66208 0.79661 -0.67962
C -4.43841 -1.20230 1.07230
C -5.37468 -2.23134 1.65935
S -2.84298 -1.30974 1.83870
H -6.48385 0.68105 -0.64633
H -6.84028 -0.96700 -0.11346
H -5.99925 -0.68464 -1.64017
H -6.42093 -1.98358 1.49234
H -5.21930 -2.30894 2.73600
H -5.18321 -3.22020 1.23273
S -2.57229 2.36710 2.53508
C -1.44231 3.56895 2.21950
N -0.65658 4.39275 1.99643

Results
* charge: -1
* DFT total energy: -90661.420 eV
* HOMO: -3.930 eV
* HOMO-LUMO gap: 6.5 eV

These are the Löwdin partial charges, in e, on atoms 1 to 4: 1.040, -0.105, -0.534, -0.143